42
Properties=species:S:1:pos:R:3:forces:R:3:lowdin_charge:R:1 method="wB97M-V/def2-TZVPD" de_lowest_kcal_mol=92.3 energy_ev=-22082.502 charge=0 smiles=C#CCCCC[C@]12OC[C@](C(C)(C)C)(CO1)CO2
C -2.315471 -2.640757 -6.955866 1.9351 4.0726 5.3040 0.119
C -1.974384 -1.915143 -5.994128 -1.6236 -3.2501 -2.5949 -0.111
O -0.241658 0.806006 -0.507688 -1.1385 -2.1009 -1.3084 -0.030
O -1.471250 -0.665147 0.854965 -0.1990 0.5138 0.7602 0.000
O 0.632660 -1.280183 0.252117 -1.2061 0.5249 -2.1412 -0.012
C 2.292665 2.407754 2.553630 -2.3345 2.4388 0.2561 -0.038
C 0.026584 2.435055 3.316354 0.1873 -1.7446 -0.2862 -0.053
C 1.428454 0.470796 4.045222 -1.0757 -0.8207 -0.4426 -0.033
C -1.644343 -1.276689 -4.696284 -0.9682 -0.9091 0.9042 -0.207
C 0.676643 1.408009 0.378834 1.4095 -4.6276 0.2653 -0.120
C -1.057910 0.265205 1.852456 0.9141 2.3223 1.0836 -0.071
C 1.123869 -0.692205 1.417972 -0.2938 -1.7945 2.9936 -0.180
C -0.605750 -0.621456 -0.213353 1.9304 0.8214 0.9647 -0.428
C -0.764049 -2.128249 -3.736390 -0.1542 -0.9033 -2.5500 -0.245
C -1.254612 -1.332042 -1.411653 1.9802 1.7047 -0.8213 -0.035
C -0.191720 -1.441153 -2.572281 -0.6974 1.4437 1.3650 -0.189
C 1.075692 1.428265 2.861855 1.0573 0.5538 1.2348 -0.498
C 0.498689 0.630067 1.713138 -0.3699 0.2431 -2.2737 -0.364
H -2.638478 -3.232447 -7.721864 -0.5158 -1.0348 -1.5924 -0.017
H 2.089799 3.258697 1.791035 -0.2412 -1.5741 0.9502 0.116
H 3.145522 1.969820 2.208537 2.4405 -1.5270 -0.7665 0.034
H 2.537306 3.037513 3.464916 -0.2027 -1.1818 -0.7144 0.100
H 0.596158 3.117808 3.844340 0.2061 1.5011 1.9029 0.057
H -0.290734 2.940971 2.462604 -0.8515 1.0139 -1.4538 0.067
H -0.825208 1.992943 3.796402 -0.2780 0.0197 0.6164 0.090
H 0.433608 -0.046200 4.280669 1.4528 0.6548 0.2827 0.098
H 1.842977 0.989514 4.917418 -0.3600 -0.0140 -0.1584 0.085
H 2.124308 -0.361976 3.787108 -0.3203 0.8014 0.0092 0.084
H -2.547842 -0.935816 -4.133942 0.4396 -0.1051 -0.8325 0.125
H -1.030978 -0.454818 -4.921076 0.5840 1.5856 -0.1933 0.087
H 1.765124 1.375577 0.006533 -1.5352 0.0187 0.4245 0.169
H 0.355694 2.334046 0.543742 -1.0782 4.1557 0.1496 0.073
H -1.658515 1.247119 1.706288 0.7021 -1.7431 0.5713 0.160
H -1.081592 -0.132064 2.926080 -0.8862 0.1536 -1.6904 0.143
H 0.862948 -1.367192 2.318047 0.3541 0.5156 -1.2279 0.149
H 2.205261 -0.650419 1.424965 0.4117 0.0688 -0.4653 0.135
H -1.211629 -3.075703 -3.471844 -0.5381 -0.2081 0.1511 0.116
H 0.035967 -2.414612 -4.405293 0.5931 -0.2894 -0.0647 0.108
H -2.094958 -0.719261 -1.768042 0.1855 -0.0842 0.3724 0.130
H -1.626136 -2.300657 -1.130963 -0.0038 -0.3955 0.3403 0.125
H 0.132341 -0.401235 -2.886573 -0.0884 -1.1295 0.6620 0.141
H 0.644946 -2.029740 -2.197987 0.1767 0.3093 0.0137 0.117